[1]
{
  "formula": "C13H18Br12Cl2O4",
  "method": "ωB97M-V with the def2-TZVPD basis set",
  "total_charge": 0,
  "de_lowest_kcal_mol": 0.0,
  "gap_ev": 9.6,
  "e_tot_ha": -32615.6043,
  "fmax_ev_per_a": 4.10,
  "lumo_energy_ev": -0.695,
  "species": ["O", "C", "O", "C", "C", "C", "H", "H", "H", "H", "H", "H", "O", "C", "O", "C", "C", "C", "H", "H", "H", "H", "H", "H", "C", "Cl", "Cl", "H", "H", "C", "Br", "Br", "Br", "H", "C", "Br", "Br", "Br", "H", "C", "Br", "Br", "Br", "H", "C", "Br", "Br", "Br", "H"],
  "xyz": [[3.986, -20.118, 11.802], [3.398, -19.378, 12.634], [3.840, -19.233, 13.914], [2.935, -18.477, 14.692], [2.204, -17.622, 13.619], [2.261, -18.471, 12.396], [3.544, -17.933, 15.414], [2.214, -19.135, 15.177], [2.735, -16.687, 13.437], [1.199, -17.371, 13.957], [2.269, -17.872, 11.486], [1.330, -19.035, 12.347], [3.016, -17.432, 9.245], [3.825, -18.332, 9.284], [5.113, -18.101, 9.667], [5.937, -19.264, 9.576], [5.020, -20.211, 8.751], [3.578, -19.762, 8.970], [6.164, -19.769, 10.514], [6.825, -18.964, 9.019], [4.998, -21.239, 9.114], [5.315, -20.197, 7.701], [3.097, -20.374, 9.734], [3.036, -19.810, 8.026], [2.180, -14.371, 11.414], [3.714, -13.905, 12.195], [0.839, -14.201, 12.638], [1.968, -13.617, 10.655], [2.277, -15.412, 11.107], [1.310, -21.880, 5.941], [1.120, -19.960, 6.263], [-0.156, -22.552, 4.804], [1.240, -22.877, 7.678], [2.227, -22.072, 5.383], [-0.428, -16.908, 9.431], [-0.664, -18.566, 10.491], [-1.820, -15.598, 9.974], [-0.370, -17.161, 7.435], [0.545, -16.478, 9.667], [6.269, -22.500, 13.044], [6.769, -23.304, 11.301], [7.626, -23.007, 14.432], [4.410, -23.033, 13.671], [6.284, -21.425, 12.864], [6.627, -15.663, 7.015], [6.039, -15.330, 5.186], [7.444, -13.976, 7.730], [7.865, -17.202, 7.129], [5.740, -15.896, 7.604]],
  "lowdin_charge": [0.0376, -0.3829, 0.0152, -0.1301, -0.1478, -0.1253, 0.1318, 0.1274, 0.0930, 0.1165, 0.0945, 0.0766, 0.0684, -0.4747, 0.0109, -0.1487, -0.1351, -0.1082, 0.1041, 0.0513, 0.0988, 0.1143, 0.1172, 0.0330, -0.9494, 0.4978, 0.4529, 0.0286, -0.0041, -1.4907, 0.5558, 0.5293, 0.5122, -0.0187, -1.4558, 0.6017, 0.5242, 0.5091, -0.0632, -1.4466, 0.5215, 0.5036, 0.5077, -0.0424, -1.5064, 0.5438, 0.5085, 0.5771, -0.0345]
}

***

[2]
{
  "formula": "C24H53GeN3O11PTeTi",
  "method": "ωB97M-V with the def2-TZVPD basis set",
  "total_charge": 0,
  "de_lowest_kcal_mol": 28.2,
  "gap_ev": [5.7, 7.5],
  "e_tot_ha": -5474.0811,
  "s_squared": 3.763,
  "fmax_ev_per_a": 1.07,
  "spin_multiplicity": 4,
  "lumo_energy_ev": [0.167, 0.117],
  "species": ["Ti", "C", "N", "C", "C", "O", "C", "O", "C", "C", "O", "N", "C", "C", "H", "H", "H", "H", "H", "H", "H", "H", "H", "H", "H", "H", "H", "H", "H", "H", "C", "C", "C", "C", "O", "Ge", "O", "C", "C", "C", "C", "O", "C", "C", "C", "C", "H", "H", "H", "H", "H", "H", "H", "H", "H", "H", "H", "H", "H", "H", "H", "H", "H", "H", "H", "H", "H", "H", "H", "H", "H", "H", "H", "O", "N", "O", "C", "C", "O", "P", "O", "Te", "O", "C", "C", "H", "H", "H", "H", "H", "H", "H", "H", "H", "H"],
  "xyz": [[0.030, -0.507, 0.026], [3.336, 2.858, -2.908], [3.002, 1.447, -2.904], [3.961, 0.523, -3.486], [1.838, 0.987, -2.416], [1.520, -0.195, -2.381], [0.851, 1.998, -1.847], [-0.366, 1.346, -1.540], [-1.082, 0.904, -2.675], [-1.165, -0.614, -2.647], [-1.021, -1.188, -1.555], [-1.409, -1.318, -3.739], [-1.483, -2.776, -3.606], [-1.889, -0.752, -4.981], [4.421, 2.954, -2.904], [2.967, 3.354, -2.011], [2.950, 3.374, -3.792], [4.102, 0.744, -4.548], [3.593, -0.490, -3.355], [4.919, 0.615, -2.972], [0.674, 2.842, -2.522], [1.230, 2.373, -0.900], [-0.615, 1.261, -3.595], [-2.101, 1.292, -2.602], [-0.795, -3.103, -2.828], [-1.202, -3.210, -4.564], [-2.504, -3.074, -3.357], [-2.948, -0.992, -5.108], [-1.326, -1.176, -5.813], [-1.775, 0.328, -4.995], [-4.362, -0.304, -1.802], [-4.301, 0.536, -0.523], [-4.743, 1.968, -0.808], [-5.238, -0.101, 0.503], [-2.940, 0.564, -0.102], [-2.420, 0.694, 1.676], [-0.788, 1.497, 1.187], [-0.162, 2.330, 2.185], [0.988, 3.082, 1.526], [-1.159, 3.360, 2.714], [0.371, 1.447, 3.309], [-1.242, -0.930, 1.522], [-1.630, -2.251, 2.007], [-2.765, -2.117, 3.013], [-2.054, -3.101, 0.819], [-0.419, -2.853, 2.714], [-5.394, -0.510, -2.093], [-3.893, 0.215, -2.641], [-3.851, -1.253, -1.640], [-5.751, 2.002, -1.229], [-4.736, 2.560, 0.109], [-4.056, 2.438, -1.514], [-6.259, -0.113, 0.117], [-4.946, -1.134, 0.703], [-5.245, 0.444, 1.447], [0.600, 3.778, 0.778], [1.535, 3.667, 2.269], [1.674, 2.380, 1.059], [-1.600, 3.910, 1.880], [-1.962, 2.907, 3.296], [-0.649, 4.075, 3.363], [1.038, 0.685, 2.901], [0.922, 2.042, 4.042], [-0.443, 0.939, 3.831], [-3.675, -1.703, 2.579], [-3.008, -3.110, 3.396], [-2.476, -1.490, 3.858], [-2.914, -2.655, 0.316], [-1.233, -3.212, 0.109], [-2.341, -4.099, 1.159], [-0.021, -2.130, 3.429], [-0.719, -3.750, 3.259], [0.364, -3.107, 2.004], [0.734, -3.848, -1.213], [1.602, -3.133, -0.705], [1.087, -2.077, 0.200], [3.170, -2.529, 4.187], [3.346, -2.517, 2.689], [2.747, -1.312, 2.186], [2.979, -0.807, 0.695], [1.892, 0.266, 0.452], [3.993, -2.434, -0.851], [4.323, 0.096, 0.796], [4.340, 1.239, 1.670], [4.664, 2.466, 0.851], [3.584, -3.448, 4.602], [2.113, -2.483, 4.449], [3.679, -1.684, 4.651], [2.842, -3.364, 2.216], [4.400, -2.548, 2.402], [5.098, 1.048, 2.432], [3.376, 1.345, 2.172], [5.623, 2.349, 0.346], [4.708, 3.357, 1.480], [3.891, 2.619, 0.096]],
  "lowdin_spin": [0.9779, 0.0000, 0.0002, 0.0031, 0.0001, 0.0002, 0.0011, 0.0031, 0.0015, 0.0020, 0.0156, -0.0006, 0.0034, 0.0001, 0.0000, 0.0000, 0.0000, 0.0000, 0.0009, 0.0024, 0.0001, 0.0002, 0.0001, 0.0000, 0.0018, 0.0000, 0.0001, 0.0000, 0.0000, 0.0000, 0.0000, 0.0003, 0.0001, 0.0003, 0.0025, 0.0028, 0.0045, 0.0002, 0.0001, 0.0000, 0.0001, 0.0021, 0.0018, -0.0002, 0.0013, 0.0004, 0.0000, 0.0000, 0.0000, 0.0000, 0.0000, 0.0000, 0.0000, 0.0000, 0.0001, 0.0000, 0.0000, 0.0000, 0.0000, 0.0000, 0.0000, 0.0001, 0.0000, 0.0000, 0.0000, 0.0000, 0.0000, 0.0000, 0.0009, 0.0001, 0.0000, 0.0001, 0.0000, 0.4234, 0.6967, 0.0910, 0.0002, 0.0018, 0.0021, 0.0468, 0.0117, 0.6561, 0.0343, 0.0017, 0.0001, 0.0000, 0.0000, 0.0001, 0.0008, 0.0018, 0.0000, 0.0002, 0.0000, 0.0001, 0.0000]
}

***

[3]
{
  "formula": "C22H52BIN7O7",
  "method": "ωB97M-V with the def2-TZVPD basis set",
  "total_charge": -1,
  "gap_ev": 4.6,
  "e_tot_ha": -2102.0514,
  "fmax_ev_per_a": 3.97,
  "lumo_energy_ev": 1.587,
  "species": ["C", "C", "C", "I", "N", "B", "C", "O", "H", "H", "H", "H", "H", "H", "H", "H", "H", "H", "C", "C", "O", "N", "C", "H", "H", "H", "H", "H", "H", "H", "C", "C", "O", "N", "C", "H", "H", "H", "H", "H", "H", "H", "C", "C", "O", "N", "C", "H", "H", "H", "H", "H", "H", "H", "C", "C", "O", "N", "C", "H", "H", "H", "H", "H", "H", "H", "C", "C", "O", "N", "C", "H", "H", "H", "H", "H", "H", "H", "C", "C", "O", "N", "C", "H", "H", "H", "H", "H", "H", "H"],
  "xyz": [[-6.236, 5.386, -2.547], [-5.703, 4.358, -1.340], [-4.232, 5.003, -0.872], [-2.656, 3.437, -1.079], [-4.244, 5.516, 0.560], [-4.911, 6.875, 0.669], [-4.425, 8.182, -0.246], [-6.027, 7.158, 1.639], [-6.335, 6.447, -2.013], [-5.377, 5.485, -3.368], [-7.231, 5.019, -3.042], [-5.621, 3.250, -1.705], [-6.415, 4.489, -0.392], [-3.914, 5.835, -1.666], [-3.396, 7.878, -0.767], [-5.190, 8.313, -1.148], [-4.285, 9.163, 0.377], [-5.719, 6.829, 2.547], [-3.598, -2.024, 0.041], [-4.061, -0.679, 0.526], [-5.168, -0.227, 0.239], [-3.215, 0.050, 1.308], [-1.887, -0.297, 1.755], [-4.383, -2.480, -0.569], [-2.703, -1.913, -0.576], [-3.397, -2.681, 0.892], [-3.600, 0.943, 1.594], [-1.886, -0.293, 2.848], [-1.197, 0.469, 1.393], [-1.568, -1.276, 1.394], [0.698, -4.046, 0.250], [-0.778, -4.297, 0.371], [-1.589, -3.825, -0.424], [-1.217, -5.075, 1.402], [-0.437, -5.717, 2.433], [0.889, -3.409, -0.619], [1.066, -3.531, 1.141], [1.229, -4.991, 0.108], [-2.223, -5.196, 1.413], [-0.621, -6.793, 2.376], [-0.784, -5.345, 3.400], [0.631, -5.524, 2.329], [2.133, 0.202, 3.677], [1.446, -0.970, 3.033], [0.990, -0.915, 1.894], [1.335, -2.124, 3.751], [1.799, -2.394, 5.091], [2.142, 1.045, 2.980], [1.593, 0.505, 4.577], [3.167, -0.056, 3.920], [0.860, -2.866, 3.248], [2.496, -3.234, 5.046], [0.935, -2.677, 5.698], [2.294, -1.532, 5.542], [0.630, -1.787, -4.238], [1.508, -2.062, -3.050], [1.480, -3.135, -2.451], [2.357, -1.078, -2.635], [2.541, 0.239, -3.194], [0.012, -2.666, -4.444], [-0.031, -0.942, -4.029], [1.245, -1.583, -5.119], [2.913, -1.341, -1.829], [3.587, 0.337, -3.494], [2.323, 0.972, -2.414], [1.897, 0.421, -4.055], [3.652, 5.165, -1.839], [2.175, 4.914, -1.718], [1.365, 5.386, -2.513], [1.737, 4.136, -0.688], [2.516, 3.493, 0.343], [3.842, 5.801, -2.709], [4.019, 5.680, -0.948], [4.183, 4.220, -1.981], [0.730, 4.014, -0.676], [2.332, 2.418, 0.287], [2.170, 3.865, 1.311], [3.585, 3.687, 0.240], [5.910, -5.243, 0.457], [4.769, -4.475, -0.151], [4.503, -3.324, 0.188], [4.017, -5.091, -1.108], [4.162, -6.424, -1.641], [6.412, -4.618, 1.201], [5.534, -6.140, 0.956], [6.635, -5.511, -0.315], [3.269, -4.508, -1.467], [4.323, -6.341, -2.719], [3.231, -6.965, -1.458], [4.994, -6.965, -1.188]],
  "lowdin_charge": [-0.1525, -0.2742, -0.8230, 0.5288, -0.0779, -0.6304, -0.1007, -0.0737, 0.0702, 0.0777, 0.0597, 0.0702, 0.1158, 0.0609, 0.0626, 0.0484, 0.0491, 0.0842, -0.0294, -0.5497, 0.0039, 0.0066, -0.0959, 0.0869, 0.0739, 0.0701, 0.1332, 0.0784, 0.0759, 0.0646, -0.0031, -0.5158, 0.0135, 0.0028, -0.0935, 0.0530, 0.0611, 0.0822, 0.1411, 0.0791, 0.0773, 0.0738, -0.0032, -0.5284, 0.0223, 0.0076, -0.0824, 0.0787, 0.0876, 0.0860, 0.1193, 0.0815, 0.0821, 0.0762, -0.0028, -0.5150, -0.0092, 0.0182, -0.0703, 0.0877, 0.0937, 0.0841, 0.1425, 0.0820, 0.0809, 0.0808, -0.0228, -0.5520, 0.0214, 0.0104, -0.0876, 0.0819, 0.0810, 0.0769, 0.1012, 0.0749, 0.0825, 0.0718, -0.0191, -0.5505, 0.0157, 0.0110, -0.0800, 0.0833, 0.0823, 0.0831, 0.1107, 0.0842, 0.0820, 0.0730]
}

***

[4]
{
  "formula": "C23H24BrNO4Re",
  "method": "ωB97M-V with the def2-TZVPD basis set",
  "total_charge": 2,
  "gap_ev": [5.9, 6.5],
  "e_tot_ha": -3898.2806,
  "s_squared": 1.126,
  "fmax_ev_per_a": 1.77,
  "spin_multiplicity": 2,
  "lumo_energy_ev": [-8.011, -7.254],
  "species": ["Re", "Br", "C", "C", "C", "C", "C", "C", "C", "C", "C", "C", "H", "H", "H", "H", "H", "H", "C", "O", "C", "C", "C", "C", "C", "C", "O", "C", "O", "C", "H", "H", "H", "H", "H", "H", "H", "H", "H", "C", "N", "C", "C", "C", "O", "H", "H", "H", "H", "H", "H", "H", "H", "H"],
  "xyz": [[0.529, 0.041, -0.894], [-1.678, 0.275, -2.193], [-1.977, -1.613, -2.277], [-3.191, -2.065, -2.704], [-3.367, -3.455, -2.832], [-2.323, -4.303, -2.571], [-1.072, -3.805, -2.146], [0.026, -4.673, -1.921], [1.252, -4.192, -1.523], [1.418, -2.826, -1.296], [0.370, -1.900, -1.464], [-0.884, -2.418, -1.957], [-3.995, -1.382, -2.950], [-4.323, -3.841, -3.159], [-2.445, -5.373, -2.696], [-0.112, -5.736, -2.089], [2.080, -4.872, -1.374], [2.387, -2.477, -0.964], [-4.832, -0.315, 3.419], [-4.374, 1.042, 3.257], [-3.313, 1.367, 2.535], [-3.075, 2.756, 2.440], [-2.019, 3.205, 1.719], [-1.138, 2.320, 1.039], [-0.035, 2.834, 0.308], [0.303, 4.291, 0.297], [0.727, 2.081, -0.373], [-1.387, 0.939, 1.172], [-0.592, -0.024, 0.627], [-2.451, 0.467, 1.910], [-4.711, -0.581, 4.463], [-4.288, -1.014, 2.797], [-5.883, -0.333, 3.153], [-3.746, 3.435, 2.950], [-1.850, 4.272, 1.662], [-0.524, 4.870, -0.117], [1.186, 4.452, -0.313], [0.485, 4.654, 1.310], [-2.562, -0.603, 1.989], [3.044, 0.422, 1.567], [3.877, 0.884, 0.446], [5.116, 1.596, 0.826], [3.571, 0.678, -0.798], [4.465, 1.072, -1.921], [2.464, 0.070, -1.111], [3.703, 0.065, 2.354], [2.405, -0.400, 1.265], [2.440, 1.243, 1.951], [4.934, 2.101, 1.770], [5.380, 2.338, 0.082], [5.935, 0.890, 0.953], [5.499, 0.797, -1.719], [4.421, 2.155, -2.067], [4.127, 0.588, -2.831]],
  "lowdin_spin": [0.9511, 0.0255, -0.0014, -0.0149, 0.0008, -0.0203, 0.0005, -0.0705, -0.0006, -0.0540, -0.0041, -0.0036, -0.0005, 0.0004, -0.0007, -0.0029, 0.0013, -0.0019, -0.0001, -0.0014, 0.0002, -0.0009, 0.0025, -0.0031, 0.0018, -0.0001, 0.0156, 0.0051, 0.0903, 0.0111, -0.0001, 0.0000, 0.0000, 0.0000, 0.0002, -0.0002, 0.0000, 0.0000, 0.0005, 0.0056, 0.0137, 0.0011, 0.0115, 0.0010, 0.0359, 0.0004, 0.0030, 0.0005, 0.0001, 0.0001, 0.0007, 0.0003, 0.0001, 0.0002]
}

***

[5]
{
  "formula": "C24H21N3O2",
  "method": "ωB97M-V with the def2-TZVPD basis set",
  "total_charge": 0,
  "de_lowest_kcal_mol": 0.0,
  "gap_ev": 8.7,
  "e_tot_ha": -1241.9043,
  "fmax_ev_per_a": 3.42,
  "lumo_energy_ev": 0.447,
  "species": ["N", "N", "O", "O", "C", "C", "C", "C", "C", "C", "C", "C", "C", "C", "C", "C", "C", "C", "C", "C", "C", "C", "C", "C", "N", "C", "C", "C", "C", "H", "H", "H", "H", "H", "H", "H", "H", "H", "H", "H", "H", "H", "H", "H", "H", "H", "H", "H", "H", "H"],
  "xyz": [[1.478, 4.078, 0.975], [-4.516, -5.822, -1.119], [-4.215, -1.778, -0.195], [-0.023, 0.018, 2.987], [1.448, 2.750, 0.822], [2.635, 4.562, 0.377], [3.386, 3.507, -0.102], [-3.291, -5.331, -0.862], [-5.579, -5.000, -1.182], [7.330, 3.605, -1.844], [6.871, 2.430, -1.221], [6.511, 4.732, -1.932], [-3.106, -3.979, -0.611], [-5.450, -3.643, -0.865], [-3.032, -1.800, 1.908], [-1.956, -1.298, 2.678], [5.576, 2.428, -0.705], [5.216, 4.687, -1.354], [-2.196, -0.522, 0.074], [-4.228, -3.132, -0.552], [-3.176, -1.365, 0.594], [-0.998, -0.447, 2.181], [4.733, 3.549, -0.773], [-1.134, -0.040, 0.833], [2.654, 2.374, 0.210], [-6.915, -5.558, -1.583], [0.981, 0.938, 2.439], [-0.171, 0.956, 0.238], [0.402, 1.849, 1.356], [2.896, 5.628, 0.360], [-2.486, -6.058, -0.742], [8.324, 3.625, -2.251], [7.564, 1.606, -1.142], [6.915, 5.623, -2.408], [-2.114, -3.583, -0.432], [-6.337, -3.022, -0.830], [-3.774, -2.466, 2.391], [-1.836, -1.608, 3.707], [5.293, 1.552, -0.193], [4.622, 5.614, -1.395], [-2.270, -0.186, -0.949], [2.952, 1.451, -0.050], [-7.712, -5.203, -0.905], [-6.860, -6.662, -1.554], [-7.156, -5.268, -2.606], [1.394, 1.562, 3.236], [1.772, 0.318, 1.994], [-0.644, 1.523, -0.561], [0.629, 0.392, -0.263], [-0.407, 2.411, 1.821]],
  "lowdin_charge": [0.0992, 0.0815, 0.0260, -0.0145, -0.2857, -0.0852, -0.1893, -0.1260, -0.3256, -0.0938, -0.0700, -0.0652, 0.0018, 0.0294, 0.0138, 0.0086, -0.0426, -0.0440, 0.0445, -0.2286, -0.2999, -0.2491, -0.1708, -0.1334, 0.1500, -0.0443, -0.0877, -0.0905, -0.2243, 0.1107, 0.1085, 0.0931, 0.1001, 0.1025, 0.1127, 0.1291, 0.1353, 0.1182, 0.0869, 0.1172, 0.1282, 0.1428, 0.0833, 0.0816, 0.0782, 0.1398, 0.1306, 0.1268, 0.1265, 0.1635]
}

***

> Which formula does entry 3 have?

C22H52BIN7O7

***

> Which formula does entry 2 have?

C24H53GeN3O11PTeTi